Record 1
# C6H17NSi

A cluster of 2 separate species, C6H17NSi in total (wB97M-V/def2-TZVPD, OMol25).

Structure (XYZ):
```
25
C6H17NSi, DFT wB97M-V/def2-TZVPD
Si -1.173 -0.875 0.139
N -1.688 0.577 0.860
C 3.056 -0.923 0.502
C -1.904 -1.180 -1.612
C 1.967 -0.197 -1.542
C -1.639 1.804 0.073
C 1.880 -0.179 -0.084
C -1.427 0.733 2.211
H 3.124 -1.791 -0.113
H -2.578 -0.385 -1.795
H 3.854 -0.243 0.435
H 1.038 0.062 -1.945
H -2.602 -2.066 -1.741
H 2.265 -1.118 -1.870
H -1.427 -1.909 1.182
H 2.629 0.677 -1.855
H -1.192 -0.223 2.781
H 2.860 -1.084 1.592
H -0.629 1.460 2.453
H -2.454 2.511 0.237
H -1.619 1.302 -0.922
H -0.988 -1.268 -2.324
H -2.253 1.256 2.707
H 1.633 0.769 0.411
H -0.735 2.289 0.221
```

- E_HOMO (alpha / beta) (eV) = -7.03 / -6.25
- ΔE to the lowest compared entry with this formula, charge and spin (kcal per mole) = 93.44

---

Record 2
# C2H6N2O2S3SbZr

A structure of composition C2H6N2O2S3SbZr (wB97M-V/def2-TZVPD, OMol25).

Structure (XYZ):
```
17
C2H6N2O2S3SbZr, DFT wB97M-V/def2-TZVPD
Sb -1.682 -2.169 2.410
Zr -0.319 -0.167 0.611
S -0.684 -2.568 0.188
S -2.332 0.139 1.765
S 0.712 -1.540 2.451
O -0.547 0.804 -1.234
O -1.413 2.358 -2.508
N 0.036 2.395 0.726
N -0.611 2.892 -0.423
C -0.867 2.013 -1.408
C -1.792 3.741 -2.790
H 0.980 2.784 0.763
H -0.461 2.723 1.555
H -0.770 3.885 -0.521
H -2.234 3.707 -3.778
H -0.900 4.365 -2.803
H -2.529 4.074 -2.061
```

- charge = +2
- E_HOMO (alpha / beta) (eV) = -16.42 / -17.16
- expectation value of S² = 0.765
- 2S+1 = 2
- ΔE to the lowest compared entry with this formula, charge and spin (kcal per mole) = 3.99

---

Record 3
# C25H40CaCl8FN3O11PS2

A structure of composition C25H40CaCl8FN3O11PS2 (wB97M-V/def2-TZVPD, OMol25).

Structure (XYZ):
```
92
C25H40CaCl8FN3O11PS2, DFT wB97M-V/def2-TZVPD
Ca 2.321 -4.854 -0.184
Cl 4.023 -2.907 -4.452
Cl -4.774 -6.299 0.876
Cl 3.987 -4.971 -2.397
Cl -7.379 -5.465 -0.118
Cl -5.744 -3.609 1.416
Cl 1.500 -4.123 -3.654
Cl -4.953 -4.357 -1.283
Cl -0.679 -4.986 -2.912
S -1.680 4.998 -5.599
S 2.549 -1.472 -0.879
P 3.521 -0.569 -7.735
F -2.427 0.847 2.722
O 3.173 0.571 -8.706
O 2.841 -1.866 -8.203
O -0.550 4.918 -6.500
O -2.599 3.895 -5.419
O -2.233 -3.578 -3.392
O 5.045 -0.771 -7.707
O 3.026 -0.210 -6.324
O -1.150 5.490 -4.139
O -2.590 -2.619 -1.465
O -0.799 -3.511 -1.750
O 5.846 3.718 -2.889
N -0.201 -1.197 5.489
N -0.393 1.374 0.791
N 5.401 0.312 0.002
C 4.922 1.576 -0.343
C 0.780 -1.251 7.801
C -0.110 -2.984 3.657
C -4.186 0.004 4.046
C -0.911 -1.958 4.454
C 1.522 3.029 -0.306
C 3.235 -4.392 -3.893
C -0.553 4.535 -3.273
C 0.730 -0.186 4.987
C 0.091 2.781 0.518
C -6.054 -1.080 2.963
C 3.787 1.765 -1.556
C -1.893 -3.254 -2.265
C 0.284 -2.038 6.589
C -4.236 -0.205 1.635
C 0.290 0.088 0.384
C 1.738 0.160 -0.446
C -5.462 -0.864 1.717
C -5.419 -0.644 4.128
C -5.713 -4.933 0.223
C 2.318 1.660 -0.767
C -3.608 0.220 2.800
C -2.612 6.454 -6.000
C 0.865 4.206 -3.702
C 2.076 -0.668 4.454
H -1.748 -2.482 4.934
H 0.503 -3.623 4.293
H -5.956 -1.208 0.812
H 2.534 -1.431 5.090
H -0.458 3.770 0.879
H 0.530 -2.502 2.915
H 1.079 -2.714 6.261
H 1.559 -2.475 -1.084
H 0.005 -0.579 8.183
H 0.238 0.410 4.209
H -0.797 -3.636 3.106
H -1.167 3.631 -3.208
H 2.775 0.176 4.406
H -5.883 -0.810 5.097
H 1.356 3.568 -2.963
H 0.921 0.536 5.791
H 1.990 -1.064 3.441
H -1.387 -1.260 3.754
H 1.050 -1.944 8.605
H 6.071 0.410 0.797
H -1.953 7.322 -5.948
H -7.013 -1.590 3.027
H 5.244 2.555 0.219
H 6.442 2.962 -2.775
H -0.133 -0.975 0.656
H -0.542 -2.669 6.941
H 3.926 2.823 -2.059
H -0.528 4.981 -2.273
H 1.453 5.120 -3.832
H -3.766 -0.021 0.674
H -3.440 6.550 -5.296
H -2.996 6.339 -7.017
H -3.675 0.343 4.941
H -1.307 1.285 1.327
H 1.672 -0.662 7.569
H 1.926 4.127 -0.523
H 3.897 0.960 -2.406
H 0.874 3.678 -4.661
H 3.362 -5.159 -4.662
H 6.376 4.479 -2.610
```

- charge = -3
- E_HOMO (eV) = 2.30
- ΔE to the lowest compared entry with this formula, charge and spin (kcal per mole) = 241.67

---

Record 4
# C7H15NO

A cluster of 3 separate species, C7H15NO in total (wB97M-V/def2-TZVPD, OMol25).

Structure (XYZ):
```
24
C7H15NO, DFT wB97M-V/def2-TZVPD
O 1.560 0.177 -1.413
N 0.725 -2.282 -0.806
C -0.748 -0.948 -2.267
C 0.147 -1.254 -1.129
C -0.094 -0.688 1.879
C 1.866 1.581 0.473
C 1.004 0.943 -0.574
C -1.670 0.902 0.657
C -0.758 -0.314 0.569
H 2.585 2.217 -0.056
H 2.419 0.813 1.015
H -0.257 -1.265 -3.187
H -2.117 1.138 -0.313
H 0.426 0.157 2.332
H -0.956 0.117 -2.326
H 1.307 2.198 1.173
H -1.681 -1.499 -2.145
H -0.826 -1.051 2.610
H 1.347 -2.364 -0.016
H -1.421 -1.145 0.314
H -2.500 0.720 1.351
H -1.144 1.791 1.014
H 0.164 1.562 -0.918
H 0.622 -1.508 1.764
```

- E_HOMO (eV) = -7.68
- ΔE to the lowest compared entry with this formula, charge and spin (kcal per mole) = 120.81

---

- Look up the ΔE to the lowest compared entry with this formula, charge and spin of the third one.
  241.67 kcal per mole